The following is a quantum chemistry calculation of C32H53IrN3O2P2S as an isolated structure, from the OMol25 dataset.

Values from the calculation:
- gap between HOMO and LUMO (Eh) = 0.2613
- multiplicity = 1
- energy relative to the best compared isomer or geometry (same formula, charge and spin) (kJ/mol) = 34.8
- net charge = +1
- highest occupied orbital energy (eV) = -9.3

Structure (XYZ):
```
94
Properties=species:S:1:pos:R:3:forces:R:3
Ir -0.2946 -0.0348 -0.9937 0.33 0.16 -0.08
C 3.1291 -2.7139 -0.1270 0.05 0.06 0.02
C 3.0002 -1.4021 0.6435 -0.03 0.03 -0.04
C 2.8195 -1.5620 2.1552 0.00 -0.04 -0.01
P 1.9265 -0.1750 -0.2504 -0.15 -0.08 0.02
C 3.0487 0.3334 -1.6494 0.01 0.05 -0.02
C 2.7521 1.7690 -2.0935 0.00 0.00 -0.02
C 4.5581 0.1612 -1.4560 0.00 0.00 0.02
C 1.7895 1.2104 0.9017 -0.03 -0.02 0.04
C 2.8696 1.9795 1.3301 0.05 0.01 -0.01
C 2.7021 3.0406 2.2048 -0.01 -0.01 -0.01
C 3.8708 3.8541 2.6878 0.00 0.00 0.00
C 1.4006 3.3327 2.6165 0.00 -0.01 -0.01
C 0.3162 2.5819 2.2035 0.00 0.02 0.00
C 0.4955 1.4771 1.3654 -0.01 -0.01 -0.03
N -0.5573 0.6698 0.9022 0.00 0.00 -0.07
C -1.4295 0.0125 1.7553 -0.02 0.00 -0.01
C -1.6728 0.3681 3.0939 -0.01 0.00 -0.02
C -2.6242 -0.2988 3.8402 0.00 0.00 0.01
C -3.3855 -1.3505 3.3281 0.01 0.00 -0.01
C -4.4465 -2.0365 4.1456 0.00 0.00 0.00
C -3.0940 -1.7537 2.0378 0.00 0.00 0.00
C -2.1219 -1.1135 1.2685 0.02 0.07 0.06
P -1.4992 -1.8076 -0.2603 -0.08 -0.06 0.05
C -0.7208 -3.4263 0.1906 0.05 0.03 0.03
C -1.6403 -4.6459 0.2495 -0.02 0.01 -0.02
C -0.0644 -3.2328 1.5544 0.05 0.01 -0.07
C -2.9957 -2.2966 -1.2213 0.03 -0.01 -0.04
C -4.0814 -1.2275 -1.3222 0.00 0.02 0.02
C -2.6773 -2.9257 -2.5775 -0.04 0.00 0.01
H 3.8880 -3.3469 0.3362 0.00 0.01 0.00
H 3.4249 -2.5453 -1.1651 -0.03 -0.02 0.02
H 2.1964 -3.2675 -0.1393 -0.17 -0.09 0.05
H 3.9541 -0.8818 0.5471 0.05 0.05 0.01
H 2.0073 -2.2193 2.4442 0.11 0.03 -0.02
H 2.6712 -0.6004 2.6444 0.00 0.03 0.00
H 3.7386 -1.9964 2.5541 0.00 0.01 0.01
H 2.7334 -0.3455 -2.4449 -0.03 -0.03 -0.01
H 2.9265 2.4784 -1.2850 -0.01 0.01 0.02
H 1.7260 1.9003 -2.4253 0.16 -0.01 -0.01
H 3.4286 2.0397 -2.9075 0.02 0.00 0.03
H 4.9486 0.7720 -0.6404 0.00 0.00 -0.01
H 5.0555 0.4974 -2.3683 0.00 0.00 0.01
H 4.8615 -0.8713 -1.2920 0.00 0.01 0.01
H 3.8678 1.7529 0.9704 -0.01 0.00 0.01
H 4.7389 3.7222 2.0428 0.00 0.00 0.00
H 4.1599 3.5596 3.6985 0.00 0.00 0.00
H 3.6272 4.9163 2.7148 0.00 0.00 0.00
H 1.2310 4.1864 3.2627 0.00 0.00 0.00
H -0.6815 2.8738 2.4993 0.00 0.00 -0.01
H -1.1176 1.1658 3.5604 -0.01 0.00 0.00
H -2.7882 0.0170 4.8643 0.00 0.00 0.00
H -4.5393 -1.5776 5.1289 0.00 0.00 0.00
H -4.2153 -3.0930 4.2930 0.00 0.00 0.00
H -5.4212 -1.9784 3.6590 0.00 0.00 0.00
H -3.6292 -2.6024 1.6227 0.00 0.00 0.00
H 0.0434 -3.5843 -0.5771 0.01 -0.02 0.02
H -2.4466 -4.4971 0.9700 0.01 0.00 0.00
H -1.0580 -5.5008 0.5981 0.01 0.01 0.00
H -2.0750 -4.9156 -0.7096 -0.02 0.00 -0.03
H -0.8174 -3.2539 2.3425 0.01 -0.01 0.00
H 0.4315 -2.2676 1.6103 -0.05 0.00 0.00
H 0.6638 -4.0195 1.7555 0.03 -0.01 -0.04
H -3.3923 -3.0863 -0.5734 0.00 0.01 -0.02
H -3.8278 -0.4467 -2.0323 0.01 0.01 -0.01
H -4.2690 -0.7466 -0.3629 -0.01 0.00 -0.01
H -5.0066 -1.7024 -1.6540 0.00 0.00 0.00
H -2.2480 -2.1995 -3.2634 -0.03 -0.05 0.03
H -3.5972 -3.3155 -3.0179 0.00 -0.02 0.01
H -1.9697 -3.7512 -2.5026 0.04 -0.01 0.00
C -1.3612 1.3539 -6.2808 0.02 0.04 0.03
N -1.2110 0.7475 -4.9564 0.02 -0.01 -0.01
C -2.4753 0.2961 -4.3906 -0.04 -0.02 0.02
C -0.0282 0.3838 -4.4644 0.03 0.07 0.02
S 0.1320 -0.8866 -3.2643 0.03 -0.12 -0.06
N 1.0741 0.9602 -4.9861 -0.06 0.01 0.06
C 2.3463 0.2573 -5.0998 -0.02 -0.03 -0.02
C 1.1439 2.3852 -5.3004 -0.04 -0.01 -0.03
H -2.2312 0.9001 -6.7516 0.00 0.00 0.00
H -0.4882 1.1445 -6.8907 0.04 0.00 0.00
H -1.5224 2.4303 -6.2274 0.01 0.01 0.00
H -3.1602 1.1412 -4.3169 0.00 0.01 -0.01
H -2.3131 -0.1171 -3.4078 -0.02 0.05 -0.01
H -2.9132 -0.4597 -5.0456 0.00 -0.01 0.01
H 2.1925 -0.8146 -5.0387 -0.01 -0.01 0.02
H 3.0511 0.5686 -4.3319 0.00 0.01 -0.02
H 2.7694 0.4990 -6.0761 0.00 -0.02 -0.01
H 0.2866 2.9048 -4.8823 -0.02 0.00 0.01
H 1.2059 2.5772 -6.3724 -0.01 -0.01 -0.01
H 2.0402 2.7842 -4.8244 -0.01 0.00 -0.01
O -0.1664 2.1143 -1.6948 -0.21 -0.14 0.14
C -1.4229 2.1260 -1.7076 0.00 -0.04 0.30
O -2.0702 1.0655 -1.4671 -0.02 0.13 -0.19
H -1.9663 3.0586 -1.8924 -0.03 -0.02 -0.10
```
Positions in Å, forces in eV/Å.